# 1
The following is a DFT calculation (ωB97M-V with the def2-TZVPD basis set) of a molecular structure, C28H46BrN3P2SSn.

Values from the calculation:
ΔE to the lowest compared entry with this formula, charge and spin: 20.5 kcal/mol
highest occupied orbital energy: -0.4599 hartree
total charge: +2
frontier orbital gap: 5.306 eV
E_tot: -5127.3723 a.u.
LUMO: -0.2649 Ha

Positions of all 82 atoms, in Å:
N  3.8173  -1.6277  -8.0588
C  4.6593  -1.5715  -7.0241
C  4.2219  -1.2557  -5.7247
C  2.8344  -1.0327  -5.4660
C  1.9823  -1.1368  -6.5950
C  2.5244  -1.3742  -7.8708
C  2.3366  -0.8382  -4.0899
Sn  -0.4555  -1.0551  -0.8205
P  -3.6359  -2.2719  1.2866
C  1.1242  -1.2768  -3.5971
C  1.1111  -2.3247  -2.5848
C  0.1048  -3.3433  -2.5935
C  0.3078  -4.4821  -1.8384
C  1.4036  -4.5518  -0.9511
C  2.3116  -3.5006  -0.8207
C  2.1891  -2.4033  -1.6657
Br  1.3663  -5.8321  0.3338
H  3.0710  -0.3615  -3.4304
H  0.1899  -1.0899  -4.1384
H  4.9460  -1.2745  -4.9109
H  0.9024  -1.0430  -6.5262
H  5.7154  -1.7870  -7.2371
H  1.8916  -1.3739  -8.7660
H  -0.7892  -3.1724  -3.2024
H  2.9522  -1.6317  -1.6401
H  -0.4053  -5.3165  -1.8849
H  3.0972  -3.5110  -0.0570
P  -1.3884  1.6782  -1.5883
C  -1.9863  -3.0423  1.2759
C  -2.2468  -4.4710  1.7555
H  -1.3041  -2.5282  1.9688
H  -1.5384  -3.0350  0.2587
H  -1.3216  -5.0345  1.8725
H  -2.7663  -4.4491  2.7206
H  -2.8998  -4.9858  1.0460
C  -4.2610  -1.9835  -0.3940
C  -5.7874  -2.1870  -0.4980
H  -3.7360  -2.6738  -1.0724
H  -3.9844  -0.9518  -0.6579
H  -6.1004  -2.2053  -1.5502
H  -6.1161  -3.1331  -0.0441
H  -6.3363  -1.3730  -0.0057
C  -3.3594  -0.6494  2.0658
C  -3.5286  -0.6908  3.5920
H  -4.1281  0.0054  1.6238
H  -2.3567  -0.3146  1.7472
H  -3.3680  0.3123  3.9991
H  -4.5389  -1.0106  3.8752
H  -2.8119  -1.3591  4.0831
C  -1.3718  2.9664  -0.2538
C  -1.8781  4.3485  -0.6544
H  -0.3463  3.0324  0.1434
H  -1.9986  2.5631  0.5544
H  -1.0902  4.9732  -1.0880
H  -2.7146  4.3309  -1.3611
H  -2.2358  4.8795  0.2328
C  -3.1897  1.5529  -1.9783
C  -3.5997  0.5583  -3.0591
H  -3.4721  2.5757  -2.2541
H  -3.6820  1.3296  -1.0205
H  -3.3423  0.8986  -4.0685
H  -3.1760  -0.4409  -2.9011
H  -4.6897  0.4566  -3.0342
C  -0.8825  2.6674  -3.0941
C  0.4391  3.4109  -2.9272
H  -1.7124  3.3456  -3.3350
H  -0.8371  1.9371  -3.9201
H  1.0485  3.3239  -3.8322
H  0.2734  4.4828  -2.7628
H  1.0255  3.0087  -2.0925
S  1.3877  0.7592  -0.1864
C  1.6976  0.7174  1.5107
N  2.1026  -0.3459  2.2269
C  2.2615  -0.0485  3.6402
C  1.8565  1.4182  3.7159
N  1.6314  1.7891  2.3247
H  2.1605  -1.2759  1.8187
H  3.3082  -0.2007  3.9350
H  1.6030  -0.6969  4.2318
H  2.6294  2.0403  4.1609
H  0.9388  1.5597  4.2873
H  1.2038  2.6579  2.0024

---

# 2
The following is a DFT calculation (ωB97M-V with the def2-TZVPD basis set) of a molecular structure, C28H46BrN3P2SZn.

Values from the calculation:
ΔE to the lowest compared entry with this formula, charge and spin: 40.5 kcal/mol
highest occupied orbital energy (spin up / spin down): -0.4562 / -0.4009 hartree
total charge: +2
frontier orbital gap (spin up / spin down): 3.084 / 2.567 eV
E_tot: -6692.4099 a.u.
LUMO (spin up / spin down): -0.3428 / -0.3066 Ha

Positions of all 82 atoms, in Å:
N  1.1279  5.5514  -9.7505
C  2.2093  4.8391  -9.4275
C  2.2922  4.0878  -8.2464
C  1.1952  4.0752  -7.3574
C  0.0675  4.8559  -7.7094
C  0.0851  5.5677  -8.9204
C  1.2046  3.2702  -6.1440
Zn  0.0934  0.0692  -0.0204
P  -3.8583  -4.5329  1.0679
C  0.0758  2.9983  -5.4361
C  0.0617  2.2069  -4.2307
C  -1.1327  1.5870  -3.7999
C  -1.1303  0.7602  -2.6701
C  0.0253  0.7258  -1.9103
C  1.2350  1.2263  -2.3434
C  1.2559  2.0035  -3.5104
Br  -0.3712  -2.2329  -0.4045
H  2.1669  2.8216  -5.8751
H  -0.9028  3.3097  -5.8065
H  3.1967  3.5100  -8.0496
H  -0.8146  4.9231  -7.0718
H  3.0451  4.8544  -10.1358
H  -0.7824  6.1630  -9.2190
H  -2.0410  1.7231  -4.3917
H  2.1842  2.4435  -3.8702
H  -2.0105  0.1741  -2.3954
H  2.1622  1.0576  -1.7903
P  -1.4346  1.6827  0.7279
C  -2.5825  -4.9131  -0.1942
C  -2.9443  -6.1589  -1.0005
H  -1.6381  -5.0577  0.3490
H  -2.4620  -4.0303  -0.8373
H  -2.0624  -6.5103  -1.5455
H  -3.2852  -6.9646  -0.3408
H  -3.7325  -5.9448  -1.7302
C  -4.9113  -3.3069  0.1879
C  -6.3402  -3.2941  0.7414
H  -4.9137  -3.5998  -0.8726
H  -4.4310  -2.3220  0.2760
H  -7.0049  -2.7551  0.0569
H  -6.7284  -4.3138  0.8546
H  -6.3867  -2.8003  1.7187
C  -2.9190  -3.5151  2.2741
C  -2.5045  -4.3902  3.4601
H  -3.6049  -2.7199  2.6047
H  -2.0563  -3.0508  1.7678
H  -2.2074  -3.7643  4.3055
H  -3.3457  -5.0162  3.7792
H  -1.6642  -5.0466  3.2122
C  -1.2593  1.8345  2.5440
C  -1.3970  3.2236  3.1615
H  -0.2669  1.4146  2.7746
H  -2.0140  1.1505  2.9602
H  -0.5035  3.8370  2.9916
H  -2.2737  3.7679  2.7908
H  -1.5146  3.1077  4.2462
C  -3.1321  1.0460  0.4485
C  -3.9661  1.8204  -0.5686
H  -3.6141  1.0292  1.4379
H  -3.0012  0.0002  0.1263
H  -4.2041  2.8280  -0.2040
H  -3.4601  1.9036  -1.5394
H  -4.9113  1.2901  -0.7344
C  -1.3559  3.3629  0.0065
C  -0.0112  4.0906  0.0945
H  -2.1589  3.9493  0.4826
H  -1.6244  3.2448  -1.0547
H  0.2530  4.4782  -0.8995
H  -0.0782  4.9475  0.7790
H  0.8189  3.4502  0.4222
S  1.8588  1.0651  1.1545
C  2.6035  -0.1959  2.0274
N  2.6070  -1.5148  1.7501
C  3.4757  -2.2610  2.6505
C  3.9439  -1.2040  3.6468
N  3.3897  0.0194  3.1002
H  2.0420  -1.9300  1.0068
H  4.3224  -2.6791  2.0973
H  2.9320  -3.0767  3.1306
H  5.0317  -1.1451  3.7103
H  3.5430  -1.3839  4.6479
H  3.4711  0.9318  3.5281

---

# 3
The following is a DFT calculation (ωB97M-V with the def2-TZVPD basis set) of 12 unconnected molecules or ions with the total composition C28H46N10O4.

Values from the calculation:
highest occupied orbital energy: -0.3861 hartree
frontier orbital gap: 10.941 eV
E_tot: -1942.9720 a.u.
SMILES: CCOC(C)=O.CCOC(C)=O.CC#N.CC#N.CC#N.CC#N.CC#N.CC#N.CC#N.CC#N.CC#N.CC#N
LUMO: 0.0160 Ha

Positions of all 88 atoms, in Å:
C  -5.3227  5.4070  16.2842
C  -4.9269  5.9173  17.6485
O  -3.7783  6.8419  17.5587
C  -4.1052  8.1129  17.3691
C  -2.8425  8.9841  17.3607
O  -5.2325  8.5255  17.1862
H  -4.4436  5.1249  15.6827
H  -5.8123  6.2778  15.7911
H  -5.9850  4.5745  16.4066
H  -5.7413  6.4299  18.1835
H  -4.5568  5.0202  18.1082
H  -2.6411  9.4464  18.3275
H  -3.0063  9.7772  16.6642
H  -2.0321  8.3240  17.1068
C  -8.5040  3.8959  19.7050
C  -9.2158  4.6960  18.6682
O  -8.4637  5.8740  18.3954
C  -8.9126  6.9916  19.0945
C  -8.0109  8.1668  18.9208
O  -9.9829  7.0300  19.6087
H  -7.4599  3.8396  19.4680
H  -8.9618  2.9061  19.7750
H  -8.5908  4.3112  20.7106
H  -9.2386  4.1629  17.6937
H  -10.2755  4.9206  18.9145
H  -7.0752  8.0427  19.5186
H  -8.5047  9.0889  19.2808
H  -7.6927  8.2589  17.8992
C  -9.2900  9.4061  15.7830
C  -8.8305  8.6992  14.5880
N  -8.5215  8.2334  13.5568
H  -9.6875  10.3987  15.6140
H  -8.3682  9.4998  16.3400
H  -10.0550  8.8462  16.3981
C  -12.1087  9.3570  19.8568
C  -10.9068  10.0687  20.2963
N  -9.8745  10.4303  20.6270
H  -12.7557  9.1087  20.6939
H  -11.8621  8.5566  19.1554
H  -12.6889  10.0405  19.2556
C  -9.1240  11.1031  12.3370
C  -10.2123  11.7825  13.0790
N  -11.0315  12.3469  13.6608
H  -8.4192  10.6766  13.0431
H  -8.6482  11.8150  11.6772
H  -9.5791  10.2772  11.7454
C  -9.7132  14.7392  15.5454
C  -9.9806  13.6816  16.5370
N  -10.0730  12.8847  17.3529
H  -9.5444  15.6400  16.1250
H  -10.5706  14.7809  14.8506
H  -8.7977  14.4615  15.0055
C  -13.3066  11.8439  16.3207
C  -12.9086  10.4449  16.3465
N  -12.6600  9.3209  16.3820
H  -14.3784  11.8726  16.0487
H  -12.8056  12.2756  15.4350
H  -13.1389  12.3380  17.2448
C  -4.7931  8.4062  13.0981
C  -3.5214  8.8954  13.6119
N  -2.4707  9.2220  13.9723
H  -5.3540  7.8764  13.8488
H  -4.6705  7.6696  12.2599
H  -5.4571  9.1965  12.8370
C  -10.0169  5.3194  13.9594
C  -10.4904  5.9399  15.1829
N  -10.8819  6.5031  16.0920
H  -10.6774  4.5187  13.6134
H  -8.9902  4.9690  14.1203
H  -10.0149  6.0953  13.1586
C  -12.5371  8.4511  13.1910
C  -12.8336  7.0476  12.9614
N  -13.0470  5.9348  12.8013
H  -11.4625  8.6159  13.0300
H  -12.9160  8.7271  14.1322
H  -13.0517  9.0903  12.4529
C  -6.9539  11.6021  17.3902
C  -7.1291  12.0058  16.0079
N  -7.3099  12.2841  14.9121
H  -6.8877  12.4757  18.0374
H  -5.9976  11.0518  17.4598
H  -7.7496  10.9235  17.7456
C  -13.8906  5.8979  17.2178
C  -15.2019  6.1852  17.7812
N  -16.2650  6.3772  18.1274
H  -13.4268  5.0578  17.7158
H  -13.2838  6.7640  17.3878
H  -13.8531  5.7080  16.1385